Entry 1:
DFT (ωB97M-V with the def2-TZVPD basis set) results for a molecular structure, C19H28NO11W.

Geometry as XYZ:
```
60
Properties=species:S:1:pos:R:3:forces:R:3:nbo_charge:R:1
W 0.9486 -0.3976 0.4059 -0.1 0.7 0.7 1.816
C 3.8987 -0.1895 -0.0408 0.0 -0.1 0.0 -0.088
C 3.5044 1.0242 0.7892 0.0 -0.1 0.0 -0.103
O 2.1367 1.4062 0.5627 0.1 0.1 -0.3 -0.515
C 1.8789 2.5021 -0.3161 0.1 0.2 0.1 -0.101
C 2.0256 2.0273 -1.7406 0.1 0.2 -0.1 -0.097
O 1.3765 0.7516 -1.8543 0.1 -0.1 0.1 -0.569
C 0.3268 0.6635 -2.8331 0.0 -0.1 0.0 -0.081
C -0.9931 0.7839 -2.1041 0.1 0.0 0.0 -0.095
O -0.9477 -0.1357 -1.0196 -0.2 0.1 -0.1 -0.556
C -1.7531 -1.3048 -1.0771 0.1 0.0 0.0 -0.097
C -0.9417 -2.3194 -1.8343 -0.1 -0.1 -0.1 -0.090
O 0.3999 -2.1927 -1.3188 0.2 0.0 0.1 -0.562
C 1.0668 -3.4530 -1.1800 -0.1 -0.1 -0.2 -0.091
C 0.7866 -3.9779 0.2099 0.1 -0.1 0.1 -0.100
O 1.0397 -2.9535 1.1545 0.0 -0.1 0.1 -0.521
C 2.3353 -2.9870 1.7521 -0.2 0.0 0.1 -0.099
C 3.4155 -2.4674 0.8239 0.2 0.0 -0.1 -0.089
O 2.9537 -1.2703 0.1583 -0.1 -0.1 -0.3 -0.567
H 4.8950 -0.5265 0.2470 0.0 0.0 0.0 0.216
H 3.8989 0.0176 -1.1102 0.0 0.0 0.0 0.205
H 4.1621 1.8662 0.5694 0.0 0.0 0.0 0.218
H 3.5656 0.7885 1.8512 0.0 0.0 0.0 0.235
H 2.5526 3.3220 -0.0629 0.0 0.0 -0.1 0.216
H 0.8681 2.8254 -0.0875 0.0 -0.1 0.1 0.253
H 3.0720 1.9082 -2.0292 0.0 -0.1 0.0 0.189
H 1.5755 2.7544 -2.4181 0.0 0.0 0.0 0.210
H 0.4286 -0.3118 -3.3070 0.0 0.0 0.0 0.200
H 0.4562 1.4314 -3.5955 0.0 0.0 0.0 0.207
H -1.8523 0.5828 -2.7452 0.0 0.0 -0.1 0.215
H -1.1037 1.7777 -1.6628 0.0 0.0 0.0 0.216
H -2.7319 -1.0858 -1.5003 0.0 -0.1 -0.1 0.236
H -1.8887 -1.6260 -0.0424 0.0 0.1 0.0 0.216
H -0.9258 -2.1095 -2.9063 0.1 0.0 0.0 0.193
H -1.3073 -3.3356 -1.6823 -0.1 0.0 0.0 0.205
H 2.1276 -3.2930 -1.3578 0.0 0.2 0.0 0.200
H 0.7094 -4.1421 -1.9477 0.0 0.0 0.0 0.207
H 1.3983 -4.8566 0.4326 -0.1 -0.1 -0.1 0.200
H -0.2627 -4.2559 0.3185 0.0 0.0 0.0 0.207
H 2.5821 -4.0087 2.0510 0.0 0.0 0.0 0.201
H 2.2612 -2.3643 2.6369 0.0 0.0 0.0 0.243
H 3.6895 -3.1967 0.0592 0.0 0.0 0.0 0.190
H 4.3092 -2.2310 1.4026 0.0 0.0 0.0 0.213
O 1.2539 -0.4326 2.0501 0.3 -0.4 0.1 -0.686
O -0.1394 3.0569 1.9972 0.1 0.1 0.0 -0.664
C -0.8803 2.1661 1.6052 0.2 0.0 0.2 0.788
O -0.5193 1.0776 1.0277 -0.9 -0.1 -0.2 -0.842
C -2.3817 2.3436 1.7342 0.0 -0.1 -0.2 -0.157
C -2.9296 3.3753 2.4859 0.0 0.1 0.1 -0.131
C -4.3074 3.5399 2.5584 0.0 0.0 0.0 -0.213
C -5.1585 2.6956 1.8613 0.0 0.0 0.0 -0.166
C -4.5897 1.6861 1.1045 0.0 0.0 0.0 -0.015
C -3.2252 1.4890 1.0434 0.0 0.0 0.0 -0.118
N -5.4582 0.7902 0.3253 0.1 -0.1 -0.2 0.538
O -6.6537 0.8982 0.4561 -0.1 0.0 0.1 -0.346
O -4.9202 -0.0087 -0.4312 0.0 0.0 0.1 -0.427
H -2.2638 4.0469 3.0116 0.0 0.0 0.0 0.244
H -4.7245 4.3389 3.1558 0.0 0.0 0.0 0.228
H -6.2314 2.8142 1.8941 0.0 0.0 0.0 0.251
H -2.8088 0.6821 0.4694 0.0 -0.1 -0.1 0.229
```
Positions in Å, forces in eV/Å.

Output
2S+1	1
total charge	+1
HOMO energy	-9.8	eV
orbital gap	7.5	eV
LUMO level	-0.084	Ha
ΔE to the lowest compared entry with this formula, charge and spin	31.2	kcal per mole


Entry 2:
DFT (ωB97M-V with the def2-TZVPD basis set) results for 2 unconnected molecules or ions with the total composition C19H29BFN3O9S.

Geometry as XYZ:
```
63
Properties=species:S:1:pos:R:3:forces:R:3:nbo_charge:R:1
C 3.0580 3.4040 1.7967 -0.2 0.4 -0.8 -0.643
C 1.5156 3.3847 2.3746 0.0 0.5 -0.5 -0.420
C 0.9196 1.8510 2.5661 1.3 1.4 1.2 -0.263
N -0.3692 1.7804 1.7795 1.6 -2.7 0.7 -0.659
C -0.7381 0.3741 1.3635 -2.4 0.2 0.6 0.484
O 0.2836 -0.4841 0.7495 0.7 3.8 -2.4 -0.531
C 0.9770 0.1563 -0.3719 0.0 3.7 -3.7 0.776
O 0.5442 1.1672 -1.1253 1.9 -6.3 5.2 -0.558
C 2.4692 -0.4686 -0.7878 2.2 -2.1 -0.5 -0.129
C 3.9071 0.2364 -0.3494 -0.5 -4.1 -2.5 -0.205
C 5.2948 -0.5631 -0.8302 -3.6 -1.6 -0.9 -0.220
C 5.2083 -1.9771 -1.6807 -3.0 1.3 0.8 -0.220
C 3.7673 -2.6650 -2.1305 -0.3 4.4 2.8 -0.223
C 2.3988 -1.8901 -1.6662 3.6 1.2 0.9 -0.221
C -2.1871 0.5958 0.5745 -1.9 1.3 -0.8 -0.391
C -2.4434 1.9823 -0.2566 -0.3 1.0 -1.8 -0.438
C -3.0470 1.6404 -1.7787 1.0 1.5 0.6 -0.219
N -4.3894 0.9447 -1.7477 1.7 -1.4 -0.4 -0.851
C -3.3174 0.6841 1.7603 -3.0 -0.5 0.5 0.823
O -4.5916 1.0800 1.7729 9.0 -2.7 0.2 -0.537
O -2.5658 0.1200 2.9271 -1.0 0.6 -0.8 -0.538
C -1.3541 -0.6560 2.5274 -2.6 0.5 -1.1 -0.329
B -1.9364 -2.1199 2.0638 -1.9 -3.4 -1.1 1.116
O -3.3840 -2.4913 2.2528 3.0 1.6 -1.9 -0.920
C -1.0096 -3.3511 1.4002 0.6 -0.2 -0.6 -0.835
C -1.2324 -3.4560 -0.2449 0.3 0.1 -0.7 -0.624
S -0.2941 -1.0906 4.0060 4.1 4.2 6.2 2.125
O -0.6679 -0.0594 5.1408 1.0 -4.6 -4.8 -0.812
O 1.2283 -1.1454 3.7382 -6.1 -0.7 0.1 -0.798
F -0.7584 -2.6488 4.6503 0.5 2.9 -2.0 -0.462
H 3.7003 2.4725 2.1244 -1.3 1.9 -0.4 0.207
H 3.6362 4.4027 2.0695 -1.3 -2.2 -0.4 0.229
H 2.9742 3.4037 0.6134 0.3 -0.2 2.4 0.212
H 0.8408 3.9372 1.5630 1.4 -1.3 1.8 0.219
H 1.4372 4.0282 3.3523 0.2 -1.5 -1.8 0.215
H 1.7606 1.1085 2.2076 -2.1 1.3 0.6 0.223
H 0.7167 1.6787 3.7297 0.6 0.2 -2.6 0.223
H -1.0876 2.2330 2.3854 0.3 -0.9 -0.9 0.407
H 3.9320 1.2466 0.2575 -0.1 -2.4 -1.4 0.258
H 6.3471 -0.1192 -0.5227 -2.5 -1.1 -0.8 0.248
H 6.1938 -2.5667 -2.0012 -2.3 1.7 0.9 0.244
H 3.6817 -3.6761 -2.7193 0.4 2.3 1.3 0.250
H 1.3484 -2.3450 -1.9589 2.4 1.2 0.7 0.241
H -2.5179 -0.2239 -0.2124 0.9 1.1 1.9 0.277
H -3.2540 2.7031 0.2301 1.7 -1.9 -0.7 0.239
H -1.4958 2.6418 -0.4439 -1.6 -1.6 0.6 0.264
H -3.1714 2.6969 -2.3153 0.3 -2.2 1.1 0.199
H -2.2189 1.0670 -2.3946 -1.7 0.9 1.3 0.179
H -4.6537 0.6154 -0.7937 0.4 0.5 -0.9 0.369
H -4.2558 0.0792 -2.3423 -0.6 1.3 1.0 0.360
H -3.7470 -2.9118 1.4188 0.8 0.3 1.6 0.507
H -1.3023 -4.4046 1.8409 0.5 2.3 -0.7 0.256
H 0.1367 -3.1956 1.5758 -2.1 -0.3 -0.2 0.250
H -1.5668 -2.4191 -0.7176 0.6 -2.2 1.0 0.198
H -2.0185 -4.2806 -0.5381 1.4 1.8 0.7 0.224
H -0.2258 -3.7636 -0.8067 -2.2 0.7 1.4 0.225
C 0.1824 0.4919 -4.9485 0.3 -0.1 0.1 -0.486
N -1.0364 -0.2224 -5.4154 -0.9 -0.5 -0.4 0.520
O -0.9833 -1.4566 -5.4693 -0.3 1.6 0.0 -0.377
O -2.0119 0.4761 -5.7145 1.3 -1.2 0.4 -0.372
H 0.9574 -0.2431 -4.7213 -0.3 0.1 -0.1 0.233
H 0.5043 1.1555 -5.7537 -0.2 0.0 0.2 0.238
H -0.0886 1.0557 -4.0535 0.0 0.0 -0.2 0.245
```
Positions in Å, forces in eV/Å.

Output
2S+1	1
total charge	0
HOMO energy	-9.4	eV
orbital gap	8.3	eV
LUMO level	-0.041	Ha


Entry 3:
DFT (ωB97M-V with the def2-TZVPD basis set) results for a molecular structure, C19H29BrFLiNO4S.

Geometry as XYZ:
```
57
Properties=species:S:1:pos:R:3:forces:R:3:nbo_charge:R:1
C 5.2755 0.4984 -0.6311 -0.4 -0.6 0.3 -0.612
C 3.9578 -0.2195 -0.2495 -0.5 1.0 0.5 -0.406
C 2.6927 0.4512 -0.8599 0.9 -0.3 -0.7 -0.410
C 1.7455 -0.4814 -1.6358 0.5 0.4 0.7 -0.408
C 0.6166 -1.2506 -0.9487 -1.2 0.3 0.3 0.332
O -0.0359 -1.9348 -2.0651 1.1 -0.7 -0.5 -0.794
C 1.1012 -2.4413 -0.1053 0.2 0.6 -0.8 -0.754
S 1.5018 -2.0500 1.5964 1.3 -1.6 1.1 2.415
O 0.7141 -2.8098 2.5027 -1.5 0.4 -0.3 -0.906
O 2.8922 -2.2970 1.7400 0.7 0.9 -0.5 -0.917
O 1.2075 -0.5087 1.6729 0.0 -0.4 -0.9 -0.706
C -0.1889 -0.1733 1.3146 0.2 0.7 0.8 0.058
C -0.4031 1.2113 1.9141 -0.1 -0.2 0.2 -0.466
C -1.8310 1.3876 2.4600 0.5 0.6 0.1 0.209
C -2.1940 2.8685 2.6137 0.5 -0.4 0.1 -0.651
F -1.8001 0.8260 3.7371 -0.2 -0.4 0.0 -0.367
C -0.5081 -0.3621 -0.1911 0.4 -0.6 -0.9 -0.021
C -0.6022 0.9265 -1.0457 -0.8 0.2 0.3 -0.447
C -1.8223 1.8647 -0.8664 0.1 0.3 -0.1 -0.452
C -1.4208 3.3313 -0.6477 -0.2 -0.3 -0.9 -0.401
Br -1.3040 4.1897 -2.4277 0.2 0.0 0.3 -0.027
C -1.7868 -1.2058 -0.3047 0.1 -0.1 0.7 -0.003
C -2.0109 -2.3017 0.5189 0.5 0.6 -0.2 -0.294
C -3.1669 -3.0168 0.3449 -0.5 -1.2 0.8 0.050
N -4.1275 -2.7738 -0.5328 0.0 0.1 -0.2 -0.378
C -3.9025 -1.7405 -1.3380 -0.4 -0.6 0.3 0.050
C -2.7681 -0.9796 -1.2380 0.3 1.3 -1.1 -0.270
H 5.8978 -0.1756 -1.2161 0.2 0.3 -0.2 0.215
H 5.0837 1.4316 -1.1556 0.1 0.0 -0.2 0.206
H 5.8150 0.7460 0.2787 0.2 0.0 0.0 0.228
H 3.9652 -1.2900 -0.4543 0.2 0.0 -0.1 0.185
H 3.8491 -0.1133 0.8257 0.0 -0.4 0.1 0.234
H 3.0815 1.1575 -1.5969 -0.2 0.0 -0.1 0.223
H 2.1826 1.0734 -0.1319 -0.2 -0.2 0.2 0.228
H 1.4040 0.0726 -2.5100 -0.5 0.0 0.1 0.235
H 2.3552 -1.2897 -2.0539 0.8 0.2 -0.1 0.095
H -0.0069 -1.3547 -2.8379 -0.5 0.3 0.1 0.486
H 2.0523 -2.7661 -0.5453 0.2 -0.1 0.5 0.201
H 0.4210 -3.2819 -0.2023 -0.4 0.1 0.5 0.288
H -0.7752 -0.8278 1.9567 -0.2 -0.2 -0.3 0.244
H -0.0701 2.0408 1.2959 -0.1 -0.1 -0.3 0.213
H 0.2176 1.2432 2.8104 0.1 0.1 0.0 0.269
H -2.5584 0.8115 1.8867 -0.1 0.0 0.0 0.170
H -2.9670 3.1847 1.9205 -0.1 0.1 0.1 0.220
H -1.2895 3.4584 2.4684 -0.1 0.2 -0.1 0.209
H -2.4849 3.0490 3.6448 -0.4 -0.1 0.0 0.255
H 0.2746 1.5589 -0.9364 0.3 -0.3 0.0 0.231
H -0.6399 0.5913 -2.0811 0.2 0.1 -0.1 0.203
H -2.5462 1.5284 -0.1265 0.2 0.0 0.3 0.226
H -2.3815 1.8767 -1.7976 -0.2 -0.2 0.0 0.238
H -2.1726 3.9019 -0.1219 0.1 0.1 0.2 0.236
H -0.4214 3.4454 -0.2446 -0.1 0.2 0.3 0.209
H -1.3030 -2.5989 1.2784 -0.1 -0.2 0.1 0.236
H -3.3160 -3.8734 0.9973 -0.2 0.0 -0.1 0.204
H -4.6566 -1.5140 -2.0803 0.0 0.0 0.0 0.208
H -2.6663 -0.1751 -1.9530 0.0 0.0 0.0 0.211
Li 1.8240 -2.9191 -2.6457 -0.6 -0.2 0.1 0.968
```
Positions in Å, forces in eV/Å.

Output
2S+1	1
total charge	+1
HOMO energy	-12.6	eV
orbital gap	8.0	eV
LUMO level	-0.170	Ha


Entry 4:
DFT (ωB97M-V with the def2-TZVPD basis set) results for a molecular structure, C19H29Cl3MnOSi2Te.

Geometry as XYZ:
```
56
Properties=species:S:1:pos:R:3:forces:R:3:mulliken_spin:R:1
Mn -3.2792 0.5758 0.4346 0.9 1.2 0.5 3.038
C -4.3261 2.4392 1.0804 0.1 -0.1 0.0 -0.080
C -3.4601 2.7872 0.0076 0.1 0.1 0.1 0.036
C -2.1448 2.4826 0.4033 -0.1 0.3 0.1 -0.040
C -2.1912 1.9944 1.7526 0.0 0.2 0.1 -0.065
C -3.5293 2.0005 2.1765 0.1 0.2 0.0 0.054
H -5.3864 2.6355 1.1133 0.0 -0.2 0.0 -0.005
H -3.7536 3.2718 -0.9102 0.0 -0.2 -0.1 0.006
H -1.2545 2.7493 -0.1449 0.0 -0.2 -0.1 0.007
H -1.3352 1.7839 2.3752 0.0 -0.1 0.0 0.015
H -3.8885 1.7893 3.1711 0.0 -0.2 0.0 0.004
Cl -4.4501 -6.0964 -1.2600 0.0 0.0 0.0 0.000
C -3.7353 -4.5897 -0.8775 0.0 0.1 0.0 0.001
C -4.5362 -3.4744 -0.6611 -0.1 0.1 0.0 0.011
C -3.9297 -2.2814 -0.3412 0.2 0.0 0.0 -0.068
Cl -4.8653 -0.8344 -0.0311 -1.2 -0.8 -0.3 -0.007
C -2.5566 -2.1266 -0.1995 0.0 0.1 0.0 0.046
O -2.0123 -0.9318 0.1442 0.4 -0.4 -0.2 0.069
C -1.8038 -3.2674 -0.4337 -0.2 0.1 0.1 -0.001
Cl -0.0925 -3.0630 -0.3009 0.2 -0.3 -0.1 -0.002
C -2.3570 -4.4863 -0.7748 0.1 -0.1 -0.1 0.000
H -5.6133 -3.5393 -0.7435 0.0 0.0 0.0 0.000
H -1.7294 -5.3489 -0.9542 0.0 0.0 0.0 0.000
C 0.4444 0.6922 -3.6531 0.1 -0.1 0.1 0.001
Si 2.1221 0.5282 -2.8358 -0.1 0.0 0.0 -0.001
C 2.6649 2.1324 -2.0614 0.0 -0.1 0.0 0.001
C 3.3855 -0.2442 -3.9479 0.1 0.0 0.0 0.000
C 1.8672 -0.7859 -1.4073 0.0 0.1 -0.2 -0.001
Te 0.2304 -0.2284 -0.2146 -0.3 0.0 0.3 -0.018
C 0.9696 -0.6514 1.6708 0.0 0.1 -0.1 0.001
Si 2.3176 0.5255 2.5067 0.0 -0.1 0.0 0.000
C 3.7605 0.6331 1.3407 0.0 0.0 0.0 0.000
C 2.6930 -0.4344 4.0471 0.0 0.0 0.0 0.000
C 1.5335 2.1758 2.8368 0.0 0.0 0.0 0.000
H 0.4794 1.4514 -4.4373 0.0 0.0 0.0 0.000
H -0.3511 0.9957 -2.9650 0.0 0.0 0.0 0.000
H 0.1465 -0.2472 -4.1270 0.0 0.0 0.0 0.000
H 2.7642 2.9029 -2.8293 0.0 0.0 0.0 0.000
H 3.6417 2.0272 -1.5850 0.0 0.0 0.0 0.000
H 1.9545 2.5090 -1.3175 0.0 0.0 0.0 0.000
H 3.6144 0.4273 -4.7792 0.0 0.0 0.0 0.000
H 3.0298 -1.1862 -4.3689 0.0 0.0 0.0 0.000
H 4.3191 -0.4382 -3.4156 0.0 0.0 0.0 0.000
H 2.7303 -0.9218 -0.7524 -0.1 -0.1 0.1 0.000
H 1.6519 -1.7314 -1.9096 0.0 0.0 0.0 0.000
H 1.4321 -1.6387 1.6338 -0.1 0.0 0.0 0.000
H 0.0958 -0.6628 2.3282 0.0 0.0 0.0 -0.001
H 4.1506 -0.3558 1.0862 0.0 0.0 0.0 0.000
H 4.5772 1.1866 1.8100 0.0 0.0 0.0 0.000
H 3.5043 1.1596 0.4180 0.0 0.0 0.0 0.000
H 3.1226 -1.4121 3.8191 0.0 0.0 0.0 0.000
H 1.8020 -0.5868 4.6595 0.0 0.0 0.0 0.000
H 3.4204 0.1084 4.6564 0.0 0.0 0.0 0.000
H 1.2045 2.6843 1.9269 0.0 0.0 0.0 0.000
H 2.2651 2.8293 3.3195 0.0 0.0 0.0 0.000
H 0.6867 2.0867 3.5213 0.0 0.0 0.0 0.000
```
Positions in Å, forces in eV/Å.

Output
2S+1	4
total charge	+2
HOMO energy (spin up / spin down)	-14.0 / -14.5	eV
orbital gap (spin up / spin down)	4.9 / 5.4	eV
LUMO level (spin up / spin down)	-0.334 / -0.334	Ha
ΔE to the lowest compared entry with this formula, charge and spin	13.6	kcal per mole


Table of maximum force (Eh/bohr), in record order: 0.0197; 0.1833; 0.0449; 0.0314
Table of M (Da), in record order: 630.3; 505.3; 473.4; 618.5